# 1
9
Properties=species:S:1:pos:R:3 method="wB97M-V/def2-TZVPD" e_above_lowest_kj_mol=0.0 e_homo_ev="-25.22 / -27.96" multiplicity=6 total_charge=+3 homo_lumo_gap_ev="9.7 / 9.3"
H -2.09469 -0.87883 -1.28619
F 0.75953 1.72390 0.10242
O 1.61339 -0.24653 -0.19276
O -1.30731 -0.32389 -1.35555
C 0.61837 0.43858 -0.03726
C -1.14291 -0.43255 1.06250
C -0.84030 0.00703 -0.15303
H -1.04328 -0.10312 2.09283
Rh 3.43720 -0.18459 -0.23295

=====

# 2
94
Properties=species:S:1:pos:R:3 method="wB97M-V/def2-TZVPD" e_homo_ev=-12.41 total_charge=+1 homo_lumo_gap_ev=8.1
C 0.65059 1.00639 -0.28147
N -0.16841 0.95793 0.96853
C -1.48028 0.56933 0.84061
N -2.51456 1.27304 0.50130
C -3.84190 0.58063 0.41759
O -4.12773 0.01530 -0.61126
C -4.76601 0.59728 1.64602
F -5.23467 1.80324 1.94269
F -3.99876 0.21718 2.69900
C -5.93820 -0.41636 1.56417
F -6.56070 -0.35209 2.74386
F -5.43570 -1.64133 1.44807
C -6.97512 -0.14094 0.42561
F -6.78224 -1.07848 -0.52059
F -6.74041 1.04105 -0.18310
C -8.45608 -0.28134 0.86352
O -8.84414 -1.29491 1.38723
O -9.26488 0.76954 0.59980
C -2.42653 2.71876 0.19936
F -3.70016 3.15172 0.20010
F -1.79310 3.31796 1.20000
C -1.80016 3.02821 -1.12762
C -1.14167 4.21483 -1.24866
C -0.54977 4.58346 -2.40656
C -0.59029 3.71708 -3.46985
C -1.24100 2.54501 -3.34401
C -1.30575 1.55313 -4.48013
F -2.53898 1.23653 -4.83355
F -0.70315 0.40563 -4.06613
F -0.60839 1.96378 -5.52970
C -1.86689 2.19313 -2.19393
N -1.60591 -0.78016 1.18001
P -1.28449 -1.93183 -0.02237
O 0.04745 -2.50033 0.06563
O -2.45542 -2.99145 -0.02398
O -1.47195 -1.11920 -1.38046
C -0.80246 -0.80529 2.43083
C -0.54980 -2.14186 3.08290
N -1.73185 -2.65167 3.80271
C 0.41272 0.01688 1.97293
C 1.21745 0.76271 3.04874
C 2.64532 0.98539 2.56325
C 3.59414 -0.19576 2.81386
F 4.43186 0.01469 3.82331
F 2.83677 -1.26980 3.20468
C 4.31320 -0.68360 1.54128
F 3.37584 -1.02489 0.63738
F 4.94373 -1.82009 1.87212
C 5.39348 0.28842 0.96862
F 5.36824 1.44062 1.67100
F 6.60144 -0.21278 1.15814
C 5.16004 0.69840 -0.51302
F 3.93250 1.25152 -0.59641
F 6.02722 1.68686 -0.74854
C 5.42976 -0.41702 -1.57604
F 6.61217 -0.18546 -2.12924
F 5.56332 -1.59888 -0.94459
C 4.32339 -0.63399 -2.65484
F 3.12986 -0.80204 -2.08804
F 4.61831 -1.82179 -3.21394
C 4.25228 0.35700 -3.84780
F 5.41333 0.50709 -4.47507
F 3.40757 -0.20868 -4.72476
C 3.66511 1.77108 -3.56665
F 3.39761 2.31217 -4.76160
F 2.50939 1.71794 -2.91727
F 4.52859 2.57074 -2.96962
H 1.24136 0.10374 -0.42303
H 0.06714 1.17507 -1.17946
H 1.33227 1.85086 -0.19726
H -9.06174 1.10243 -0.28642
H -1.11475 4.89109 -0.40697
H -0.04539 5.52962 -2.49967
H -0.11143 3.98162 -4.39994
H -2.38827 1.24637 -2.12526
H -2.65438 -3.22693 0.89916
H -1.93234 -1.67967 -2.02408
H -1.42877 -0.26288 3.15085
H -0.19839 -2.90850 2.39189
H 0.25983 -1.99087 3.80324
H -1.41317 -3.07614 4.66185
H -2.38343 -1.91364 4.03866
H 1.11171 -0.73373 1.59668
H 0.77126 1.75305 3.16232
H 1.17247 0.30370 4.03261
H 3.05702 1.81926 3.13158
H 2.71064 1.26640 1.51479
C 2.64586 -5.33512 0.14972
N 1.34341 -5.57055 0.82891
O 1.23354 -5.19879 1.98074
O 0.47809 -6.11358 0.18186
H 3.31430 -4.84358 0.84738
H 3.03717 -6.30267 -0.15012
H 2.45082 -4.70625 -0.71413

=====

F_max list, top to bottom, in eV/A: 5.5, 3.0